# C47H55AlN3SSeTe

A molecular structure, C47H55AlN3SSeTe (wB97M-V/def2-TZVPD, the Open Molecules 2025 dataset).

## Properties
HOMO-LUMO gap	0.2371	Ha
lowest unoccupied orbital energy	2.25	eV
calculated total energy	-144175.7955	eV

```
! wB97M-V def2-TZVPD RIJCOSX def2/J DEFGRID3
* xyz -1 1
Al -0.019 0.087 -0.610
S 1.162 -0.159 3.922
C -0.560 -0.262 4.057
C -1.335 -0.381 5.208
C -2.709 -0.438 5.069
C -3.296 -0.376 3.800
C -2.523 -0.254 2.662
C -1.138 -0.200 2.784
N -0.223 -0.074 1.735
C 1.000 -0.058 2.189
C 2.100 -0.044 1.224
C 3.535 -0.111 1.665
C 4.567 -0.153 0.806
C 4.580 -0.157 -0.689
C 3.525 -0.087 -1.514
C 2.128 0.002 -0.970
H -0.870 -0.426 6.185
H -3.333 -0.536 5.949
H -4.374 -0.419 3.699
H -2.974 -0.194 1.685
H 3.752 -0.109 2.730
H 5.555 -0.191 1.254
H 5.572 -0.224 -1.128
H 3.722 -0.115 -2.587
C -0.608 2.927 2.928
C -1.190 3.522 1.642
C -2.185 2.594 0.963
C -0.069 4.033 0.751
C 0.136 5.410 0.842
C 1.181 6.056 0.211
C 2.009 5.295 -0.589
C 1.820 3.926 -0.760
C 2.718 3.288 -1.812
C 4.200 3.330 -1.427
C 2.542 3.988 -3.169
C 0.804 3.229 -0.035
N 0.734 1.817 -0.074
C 2.008 1.113 0.101
C 1.904 -1.151 0.043
N 0.597 -1.717 -0.239
C 0.491 -3.105 -0.276
C 0.077 -3.782 -1.457
C 0.082 -5.171 -1.500
C 0.496 -5.944 -0.424
C 0.887 -5.292 0.731
C 0.869 -3.905 0.830
C 1.148 -3.287 2.186
C 0.056 -3.667 3.193
C 2.534 -3.623 2.738
C -0.306 -3.047 -2.728
C 0.657 -3.368 -3.875
C -1.748 -3.350 -3.143
H -1.387 2.459 3.538
H -0.121 3.704 3.523
H 0.144 2.176 2.686
H -1.753 4.412 1.933
H -1.746 1.624 0.765
H -2.511 3.002 0.003
H -3.065 2.449 1.597
H -0.541 5.985 1.467
H 1.337 7.121 0.331
H 2.814 5.781 -1.129
H 2.427 2.247 -1.944
H 4.559 4.363 -1.396
H 4.799 2.785 -2.162
H 4.385 2.879 -0.451
H 2.959 4.999 -3.142
H 1.492 4.067 -3.450
H 3.057 3.427 -3.955
H 2.833 1.804 0.253
H 2.686 -1.910 0.102
H -0.225 -5.663 -2.418
H 0.514 -7.025 -0.488
H 1.192 -5.878 1.593
H 1.093 -2.214 2.065
H 0.073 -4.741 3.403
H -0.934 -3.413 2.805
H 0.202 -3.132 4.137
H 2.639 -4.698 2.910
H 2.698 -3.113 3.693
H 3.322 -3.311 2.048
H -0.229 -1.982 -2.533
H 0.688 -4.440 -4.086
H 1.673 -3.043 -3.629
H 0.342 -2.856 -4.789
H -1.830 -4.363 -3.552
H -2.093 -2.639 -3.897
H -2.418 -3.283 -2.286
C -1.177 2.887 -3.750
Te 0.138 1.218 -3.632
C -0.806 0.186 -5.242
H -2.171 2.555 -3.454
H -1.174 3.300 -4.758
H -0.813 3.631 -3.039
H -0.836 0.826 -6.122
H -1.810 -0.109 -4.940
H -0.207 -0.699 -5.452
Se -2.311 0.064 -1.572
C -3.863 -0.313 -0.493
C -4.135 -1.586 0.005
C -5.306 -1.837 0.710
C -6.226 -0.819 0.924
C -5.966 0.452 0.425
C -4.792 0.702 -0.278
H -3.411 -2.377 -0.144
H -5.496 -2.832 1.095
H -7.139 -1.014 1.475
H -6.676 1.254 0.588
H -4.587 1.693 -0.662
*
```